[1]
The following is a DFT calculation (wB97M-V/def2-TZVPD) of 5 unconnected molecules or ions with the total composition C5H19NO5 in a non-equilibrium geometry.

Last column: natural (NBO) charge in e.
Geometry (Å):
C: 0.02 0.92 -1.42  -0.07
O: 0.65 2.10 -0.94  -0.72
C: 1.03 -0.23 -1.48  -0.41
C: 1.58 -0.60 -0.08  -0.49
C: 0.48 -0.99 0.85  0.32
C: 0.31 -0.35 2.08  -0.13
N: -0.46 -1.85 0.43  -0.65
H: -0.81 0.64 -0.77  0.15
H: -0.45 1.17 -2.36  0.22
H: 0.82 2.12 0.00  0.47
H: 1.81 0.05 -2.19  0.25
H: 0.56 -1.13 -1.89  0.20
H: 2.08 0.28 0.32  0.24
H: 2.28 -1.40 -0.24  0.27
H: 0.88 0.51 2.40  0.22
H: -0.40 -0.73 2.82  0.22
H: -0.05 -2.72 0.03  0.46
H: -1.21 -2.05 1.08  0.41
H: 0.91 2.89 2.60  0.46
H: -0.17 3.98 2.41  0.50
O: -0.03 3.03 2.48  -0.96
H: -1.17 4.64 -1.11  0.47
H: -1.69 3.51 -0.24  0.46
O: -1.67 4.47 -0.30  -0.94
H: 1.39 -3.87 -1.58  0.50
H: 2.02 -4.22 -0.21  0.50
O: 1.18 -4.00 -0.65  -0.96
H: -2.85 -1.65 -0.19  0.44
H: -3.38 -2.61 -1.24  0.47
O: -3.66 -1.92 -0.62  -0.91

Properties
Frontier orbital gap (alpha / beta) = 0.3568 / 0.2236 Ha
Net charge = +1
Calculated total energy = -632.53750 hartree
E_LUMO (alpha / beta) = -3.884 / -7.505 eV
Spin multiplicity = 2
Relative energy (zero: lowest compared OMol25 entry of this formula, charge and spin) = 0.005 eV


[2]
The following is a DFT calculation (wB97M-V/def2-TZVPD) of 10 unconnected molecules or ions with the total composition C5H32N2O9 in a non-equilibrium geometry.

Last column: natural (NBO) charge in e.
Geometry (Å):
N: -2.29 -2.22 -3.27  -0.87
C: -0.88 -2.40 -3.04  -0.22
C: -0.35 -2.56 -1.51  -0.41
C: 0.95 -1.83 -1.08  -0.39
C: 0.71 -0.35 -1.21  -0.45
C: 1.27 0.51 -0.07  -0.23
N: 1.60 1.96 -0.45  -0.86
H: -2.86 -3.00 -3.04  0.36
H: -2.65 -1.34 -3.13  0.39
H: -0.39 -1.53 -3.72  0.19
H: -0.53 -3.36 -3.56  0.19
H: -0.24 -3.54 -1.23  0.20
H: -0.89 -2.10 -0.73  0.17
H: 1.24 -2.07 0.03  0.21
H: 1.79 -2.18 -1.72  0.21
H: 1.22 0.20 -2.10  0.21
H: -0.38 -0.13 -1.29  0.21
H: 0.59 0.44 0.75  0.17
H: 2.14 0.06 0.45  0.18
H: 2.27 2.46 0.31  0.36
H: 0.69 2.44 -0.33  0.37
O: -1.11 1.50 3.22  -1.00
H: -1.96 1.31 3.75  0.51
H: -0.29 0.97 3.43  0.53
O: -1.57 3.16 -2.48  -0.97
H: -0.76 2.88 -2.03  0.49
H: -2.14 3.73 -1.90  0.49
O: 1.21 -1.05 4.31  -0.99
H: 2.14 -0.95 3.98  0.48
H: 0.70 -1.76 3.81  0.51
O: -1.02 -1.66 2.46  -0.96
H: -1.29 -1.46 1.61  0.48
H: -1.65 -1.12 2.96  0.47
O: -0.80 3.20 1.44  -0.99
H: -0.55 4.10 1.71  0.46
H: -1.02 2.72 2.21  0.49
O: 4.10 -1.10 -0.70  -0.93
H: 4.11 -1.10 -1.60  0.46
H: 3.71 -0.23 -0.47  0.47
O: -1.74 0.64 -3.30  -1.01
H: -0.87 0.65 -3.71  0.48
H: -2.24 1.56 -3.37  0.52
O: -2.85 -0.77 0.52  -0.95
H: -2.75 0.08 0.45  0.46
H: -2.54 -1.21 -0.32  0.49
O: 3.13 1.36 3.32  -0.91
H: 2.84 2.04 2.75  0.46
H: 2.40 0.79 3.24  0.45

Properties
Structure (SMILES) = NCCCCCN.O.O.O.O.O.O.O.O.O
Frontier orbital gap = 0.3183 Ha
Calculated total energy = -996.23698 hartree
E_LUMO = -0.041 eV
Relative energy (zero: lowest compared OMol25 entry of this formula, charge and spin) = 4.351 eV


[3]
The following is a DFT calculation (wB97M-V/def2-TZVPD) of a molecular structure, C42H47ClErN7P.

Last column: Mulliken charge in e.
Geometry (Å):
Er: -0.42 0.30 1.29  1.49
C: 3.88 -1.85 1.29  -1.32
C: 2.72 -1.13 0.93  -0.05
N: 1.56 -1.27 1.52  0.68
C: 1.44 -2.20 2.52  -0.12
C: 2.53 -3.01 2.90  1.11
C: 3.78 -2.77 2.28  -0.95
C: 2.36 -4.06 3.83  -1.01
C: 1.10 -4.30 4.30  -0.92
C: 0.01 -3.49 3.94  -0.84
C: 0.15 -2.38 3.12  0.35
N: -0.86 -1.52 2.73  0.37
C: -2.02 -1.42 3.46  0.04
C: -2.15 -1.65 4.82  -0.61
C: -3.39 -1.57 5.49  -1.07
C: -4.53 -1.22 4.82  -1.05
C: -4.44 -0.88 3.45  0.82
C: -5.56 -0.43 2.72  -0.89
C: -5.41 -0.04 1.43  -1.32
C: -4.12 -0.08 0.86  0.02
N: -3.05 -0.51 1.48  0.70
C: -3.20 -0.95 2.78  0.30
H: 4.80 -1.66 0.77  0.51
H: 2.77 -0.44 0.11  0.16
H: 4.64 -3.35 2.59  0.43
H: 3.20 -4.66 4.13  0.44
H: 0.93 -5.14 4.96  0.39
H: -0.97 -3.74 4.32  0.76
H: -1.27 -1.91 5.39  0.77
H: -3.42 -1.78 6.55  0.40
H: -5.49 -1.18 5.33  0.43
H: -6.52 -0.39 3.22  0.45
H: -6.24 0.32 0.84  0.47
H: -4.00 0.29 -0.15  0.23
Cl: 2.12 2.03 0.48  0.00
C: 2.81 2.63 -1.02  0.77
C: 3.71 3.68 -0.88  -0.66
C: 4.34 4.17 -2.01  -0.55
C: 4.07 3.62 -3.26  -0.83
C: 3.16 2.58 -3.37  -0.34
C: 2.51 2.06 -2.25  -0.66
P: 1.30 0.69 -2.35  2.71
C: 2.35 -0.79 -2.52  0.46
C: 1.73 -2.01 -2.81  -0.31
C: 2.45 -3.19 -2.83  -0.94
C: 3.81 -3.17 -2.54  -0.83
C: 4.44 -1.97 -2.24  -0.56
C: 3.71 -0.79 -2.22  -1.12
C: 0.59 0.92 -4.01  0.24
C: -0.36 1.93 -4.14  -0.72
C: -0.96 2.19 -5.37  -0.57
C: -0.61 1.42 -6.48  -0.65
C: 0.33 0.42 -6.36  -0.70
C: 0.94 0.17 -5.13  -0.12
H: 3.92 4.08 0.10  0.55
H: 5.05 4.98 -1.91  0.39
H: 4.56 4.00 -4.14  0.44
H: 2.95 2.16 -4.34  0.48
H: 0.66 -2.04 -3.05  0.08
H: 1.96 -4.12 -3.07  0.48
H: 4.38 -4.09 -2.55  0.41
H: 5.50 -1.95 -2.01  0.51
H: 4.21 0.14 -1.99  0.36
H: -0.63 2.53 -3.28  0.41
H: -1.69 2.98 -5.46  0.46
H: -1.08 1.61 -7.44  0.40
H: 0.62 -0.17 -7.22  0.45
H: 1.69 -0.61 -5.06  0.41
N: -2.20 -0.10 -2.07  -0.14
C: -1.87 -1.51 -2.36  -0.41
C: -1.58 -2.32 -1.12  -0.83
N: -0.44 -1.77 -0.37  0.13
H: -3.10 -0.09 -1.58  0.02
H: -2.36 0.39 -2.94  0.22
H: -0.99 -1.53 -3.01  0.08
H: -2.68 -2.00 -2.91  0.53
H: -1.36 -3.34 -1.45  0.47
H: -2.46 -2.38 -0.47  0.39
H: 0.36 -1.76 -0.98  -0.53
H: -0.21 -2.41 0.39  0.22
N: -0.97 2.31 -0.24  -0.16
C: -1.25 3.71 0.15  -0.77
C: -2.46 3.84 1.06  -0.61
C: -2.19 3.39 2.49  -0.84
N: -2.18 1.92 2.60  -0.32
H: -0.14 2.30 -0.83  -0.56
H: -1.70 1.95 -0.85  0.24
H: -1.37 4.33 -0.74  0.44
H: -0.36 4.08 0.68  0.49
H: -3.29 3.25 0.64  0.28
H: -2.79 4.87 1.06  0.42
H: -2.92 3.83 3.16  0.43
H: -1.21 3.75 2.80  0.34
H: -3.13 1.57 2.57  0.10
H: -1.81 1.67 3.52  0.23
C: 0.68 1.39 3.12  -1.77
H: 0.20 1.10 4.07  0.40
H: 0.73 2.49 3.11  0.35
H: 1.72 1.05 3.22  0.48

Properties
Frontier orbital gap (alpha / beta) = 0.2487 / 0.2490 Ha
Net charge = +1
Calculated total energy = -3828.52538 hartree
E_LUMO (alpha / beta) = -2.165 / -2.166 eV
Spin multiplicity = 4
Relative energy (zero: lowest compared OMol25 entry of this formula, charge and spin) = 0.000 eV


[4]
The following is a DFT calculation (wB97M-V/def2-TZVPD) of 2 unconnected molecules or ions with the total composition C6H14BNO7P in a non-equilibrium geometry.

Last column: natural (NBO) charge in e.
Geometry (Å):
C: 3.97 2.83 -0.22  -0.60
C: 2.96 1.65 0.19  -0.81
B: 1.89 1.30 -0.99  1.23
O: 2.09 1.76 -2.31  -0.94
O: 0.73 0.55 -0.59  -0.97
P: -0.55 1.53 -0.19  2.46
O: -0.96 2.39 -1.36  -1.10
O: -1.83 0.50 0.10  -0.95
O: -0.36 2.39 1.24  -0.60
N: 0.45 3.50 1.07  -0.33
C: -0.23 4.54 0.76  0.87
O: -0.73 5.38 0.12  -0.41
H: 3.41 3.78 -0.49  0.20
H: 4.69 2.98 0.64  0.21
H: 4.51 2.48 -1.14  0.21
H: 3.63 0.73 0.34  0.25
H: 2.45 1.83 1.18  0.24
H: 1.55 2.57 -2.44  0.52
H: -1.84 -0.20 -0.60  0.53
C: -1.64 -2.96 0.98  -0.63
C: -1.97 -4.01 -0.10  0.13
C: -3.33 -4.65 0.23  -0.63
O: -1.03 -4.96 -0.06  -0.95
H: -1.58 -3.40 1.98  0.19
H: -0.69 -2.46 0.78  0.18
H: -2.42 -2.18 1.01  0.15
H: -2.12 -3.43 -1.05  0.04
H: -3.32 -5.15 1.20  0.18
H: -3.61 -5.39 -0.53  0.19
H: -4.12 -3.89 0.25  0.15

Properties
Frontier orbital gap = 0.1433 Ha
Net charge = -1
Calculated total energy = -1184.73546 hartree
E_LUMO = 1.590 eV


[5]
The following is a DFT calculation (wB97M-V/def2-TZVPD) of a molecular structure, C50H55F5HgN5P2.

Last column: Mulliken charge in e.
Geometry (Å):
Hg: -0.14 0.91 0.34  3.70
C: -3.72 -0.69 0.57  -1.43
P: -2.21 -1.75 0.46  1.44
C: -2.57 -2.78 -1.04  -1.06
N: -2.90 -4.07 -0.84  0.02
C: -3.09 -4.83 -1.96  -0.19
C: -3.41 -6.19 -1.84  -0.35
C: -3.63 -6.98 -2.97  -0.60
C: -3.53 -6.42 -4.24  -0.46
C: -3.21 -5.08 -4.38  -0.21
C: -2.98 -4.26 -3.27  -0.48
N: -2.67 -2.95 -3.44  -0.35
C: -2.42 -2.23 -2.31  -0.19
P: -2.08 -0.42 -2.46  1.44
C: -3.81 0.07 -2.92  -1.77
C: -1.21 -0.07 -4.12  2.50
C: -1.45 -1.03 -5.28  -2.10
C: 0.30 -0.02 -3.85  -2.19
C: -1.67 1.33 -4.56  -2.01
C: -2.49 -2.87 1.95  2.09
C: -2.21 -2.00 3.18  -1.99
C: -3.89 -3.47 2.05  -2.07
C: -1.43 -3.97 1.93  -1.86
H: -4.62 -1.22 0.27  0.39
H: -3.59 0.19 -0.07  0.12
H: -3.83 -0.33 1.59  0.58
H: -3.49 -6.60 -0.84  0.34
H: -3.88 -8.03 -2.85  0.34
H: -3.70 -7.04 -5.12  0.34
H: -3.13 -4.63 -5.36  0.39
H: -4.08 -0.33 -3.90  0.39
H: -3.91 1.16 -2.92  0.32
H: -4.49 -0.35 -2.18  0.53
H: -1.05 -2.02 -5.09  0.42
H: -0.96 -0.61 -6.17  0.51
H: -2.51 -1.15 -5.50  0.28
H: 0.70 -1.00 -3.58  0.39
H: 0.55 0.68 -3.05  0.15
H: 0.81 0.32 -4.77  0.58
H: -2.67 1.29 -5.00  0.35
H: -0.98 1.70 -5.32  0.52
H: -1.68 2.04 -3.74  0.16
H: -2.26 -2.63 4.08  0.63
H: -2.94 -1.19 3.30  0.25
H: -1.22 -1.55 3.13  0.05
H: -4.64 -2.69 2.21  0.35
H: -3.93 -4.15 2.91  0.57
H: -4.14 -4.03 1.15  0.22
H: -0.43 -3.53 1.93  0.13
H: -1.54 -4.61 1.06  0.23
H: -1.53 -4.58 2.83  0.57
C: 1.67 4.17 3.28  -1.25
C: 2.80 3.39 2.62  0.88
C: 3.30 4.05 1.35  0.57
C: 3.93 5.28 1.41  -0.39
C: 4.39 5.91 0.27  -1.17
C: 4.18 5.31 -0.96  -0.48
C: 3.55 4.07 -1.07  0.51
C: 3.27 3.53 -2.45  0.11
C: 2.34 4.44 -3.26  -1.35
C: 3.14 3.42 0.10  -0.91
N: 2.51 2.16 0.04  1.13
C: 3.20 1.17 -0.38  -1.37
C: 2.67 -0.13 -0.65  0.70
C: 3.38 -1.21 -1.19  -1.12
C: 2.44 -2.22 -1.43  -1.13
C: 1.20 -1.69 -1.03  -1.21
N: 1.34 -0.44 -0.57  0.14
H: 0.81 4.23 2.62  0.09
H: 1.34 3.68 4.20  0.34
H: 1.97 5.19 3.53  0.48
H: 2.47 2.38 2.39  -1.02
H: 3.64 3.30 3.32  0.52
H: 4.08 5.74 2.39  0.40
H: 4.88 6.88 0.33  0.36
H: 4.51 5.81 -1.87  0.40
H: 2.82 2.54 -2.39  -0.38
H: 4.22 3.40 -2.99  0.47
H: 1.41 4.58 -2.72  0.22
H: 2.11 3.99 -4.23  0.40
H: 2.79 5.42 -3.43  0.41
H: 4.27 1.28 -0.58  0.15
H: 4.45 -1.24 -1.37  0.51
H: 2.61 -3.20 -1.84  0.38
H: 0.23 -2.16 -1.07  0.51
C: -2.73 2.27 3.67  -0.78
C: -2.10 1.93 4.86  -1.07
C: -0.87 1.29 4.80  -0.43
C: -0.28 0.98 3.57  0.76
C: -0.90 1.31 2.36  0.04
C: -2.14 1.96 2.45  -0.24
C: 1.03 0.27 3.63  0.13
C: 2.03 0.73 4.54  -0.48
C: 3.22 0.08 4.62  -1.41
C: 3.44 -1.07 3.81  0.97
C: 4.63 -1.82 3.85  -0.89
C: 4.77 -2.93 3.06  -0.63
C: 3.72 -3.33 2.20  -0.87
C: 2.56 -2.61 2.14  0.05
C: 2.39 -1.46 2.95  0.11
N: 1.21 -0.78 2.87  0.37
H: -3.69 2.77 3.69  0.38
H: -2.56 2.15 5.81  0.34
H: -0.37 1.01 5.72  0.41
H: -2.66 2.24 1.54  0.37
H: 1.84 1.62 5.12  0.43
H: 4.01 0.43 5.28  0.36
H: 5.44 -1.51 4.51  0.38
H: 5.69 -3.51 3.08  0.36
H: 3.84 -4.20 1.57  0.41
H: 1.75 -2.87 1.47  0.17
F: -2.13 2.69 -1.32  -0.34
C: -0.78 2.79 -0.94  0.26
F: -0.09 2.87 -2.16  -0.16
C: -0.69 4.23 -0.43  -0.05
F: 0.59 4.56 -0.19  -0.16
F: -1.37 4.40 0.72  -0.30
F: -1.17 5.15 -1.30  -0.34

Properties
Frontier orbital gap (alpha / beta) = 0.1495 / 0.2395 Ha
Net charge = -2
Calculated total energy = -3547.61099 hartree
E_LUMO (alpha / beta) = 4.035 / 4.035 eV
Spin multiplicity = 2
Relative energy (zero: lowest compared OMol25 entry of this formula, charge and spin) = 0.000 eV


[6]
The following is a DFT calculation (wB97M-V/def2-TZVPD) of 2 unconnected molecules or ions with the total composition C6H15N2 in a non-equilibrium geometry.

Last column: natural (NBO) charge in e.
Geometry (Å):
C: 0.90 -1.84 1.22  -0.57
C: 2.34 -1.31 0.99  -0.47
C: 2.36 -0.10 0.10  -0.24
C: 2.86 1.14 0.49  -0.40
H: 0.39 -1.84 0.29  0.17
H: 0.74 -2.79 1.73  0.27
H: 0.41 -1.03 1.80  0.14
H: 2.92 -2.12 0.55  0.26
H: 2.83 -1.08 1.98  0.24
H: 2.01 -0.24 -1.01  0.20
H: 3.08 1.95 -0.22  0.23
H: 3.39 1.30 1.47  0.24
C: -1.91 0.73 -0.11  0.16
C: -2.30 0.38 -1.36  0.05
N: -3.58 0.12 -1.81  -0.45
N: -0.52 1.03 0.28  -0.73
H: -2.56 0.82 0.77  0.27
H: -1.56 0.30 -2.15  0.27
H: -3.68 -0.53 -2.58  0.46
H: -4.32 -0.16 -1.14  0.45
H: -0.11 0.29 0.87  0.50
H: -0.49 1.92 0.80  0.49
H: 0.08 1.14 -0.53  0.47

Properties
Frontier orbital gap (alpha / beta) = 0.2808 / 0.1221 Ha
Net charge = +2
Calculated total energy = -346.33542 hartree
E_LUMO (alpha / beta) = -8.772 / -13.026 eV
Spin multiplicity = 2
Relative energy (zero: lowest compared OMol25 entry of this formula, charge and spin) = 3.839 eV


> Which of these has the highest calculated total energy?

C6H15N2


> Which formula does entry 5 have?

C50H55F5HgN5P2


> Which of these has the highest calculated total energy?

C6H15N2


> Which value of calculated total energy does entry 6 give?

-346.33542 hartree